{"formula": "C5H15N2", "method": "the ωB97M-V functional and the def2-TZVPD basis", "symbols": ["H", "C", "H", "H", "H", "H", "H", "C", "H", "N", "H", "C", "N", "H", "H", "H", "H", "C", "H", "H", "C", "H"], "positions_angstrom": [[1.05868, 1.18475, -1.03340], [-1.14764, -0.75493, -3.04249], [-2.19451, -0.60386, -3.26627], [-1.53273, -1.35830, -1.12805], [0.52536, -1.13127, -0.03720], [0.77211, -1.40188, 2.23823], [-0.62301, -0.35348, 2.13071], [-1.02761, 0.59726, -0.87892], [2.35589, 0.70457, 2.50621], [-0.90792, -0.69439, -1.58507], [-1.37622, 1.34986, -1.55337], [0.34895, 0.93993, -0.19696], [0.80757, -0.28280, 0.49103], [1.82398, -0.37060, 0.33098], [-0.35466, -0.14951, -3.56298], [-0.48668, -1.58920, -3.41967], [-1.77770, 0.44874, -0.09081], [1.34086, 0.54311, 2.83770], [1.16550, 0.05875, 3.82815], [0.74309, 1.43773, 3.09151], [0.46755, -0.38196, 1.92314], [0.01911, 1.80750, 0.41754]], "lowdin_charge": [0.150, -0.101, 0.086, 0.108, 0.163, 0.131, 0.144, -0.191, 0.082, -0.165, 0.116, -0.111, 0.001, 0.188, 0.094, 0.099, 0.119, -0.052, 0.098, 0.082, -0.187, 0.146], "total_energy_ev": -8400.4914, "charge": 1, "homo_ev": -13.30, "mol_weight_g_mol": 103.189, "e_above_lowest_kj_mol": 210.8, "fmax_ev_per_a": 3.768, "smiles": "CC[NH2+]CCNC"}

---

{"formula": "C2H4ClF2N", "method": "the ωB97M-V functional and the def2-TZVPD basis", "symbols": ["H", "C", "H", "H", "H", "Cl", "N", "C", "F", "F"], "positions_angstrom": [[-1.18912, 0.40492, 1.37980], [-0.42935, -0.55912, -0.18478], [-0.77537, -0.61941, -1.19608], [-0.39047, -1.61094, 0.29915], [-1.08145, 1.17622, 0.19993], [1.13113, 1.62657, -0.99166], [-1.48681, 0.30444, 0.46904], [1.01412, 0.05030, -0.21050], [1.74113, -0.92794, -0.79257], [1.46618, 0.15497, 1.02767]], "lowdin_charge": [0.022, -0.200, 0.097, 0.153, 0.010, 0.747, 0.028, -0.961, 0.045, 0.058], "total_energy_ev": -21585.9774, "charge": 0, "homo_ev": -10.75, "mol_weight_g_mol": 115.510, "e_above_lowest_kj_mol": 62.4, "fmax_ev_per_a": 3.338, "smiles": "NCC(F)(F)Cl"}

---

{"formula": "C17H20N2O", "method": "the ωB97M-V functional and the def2-TZVPD basis", "symbols": ["C", "H", "C", "C", "H", "H", "H", "C", "H", "H", "C", "C", "H", "C", "H", "H", "C", "C", "H", "H", "C", "H", "C", "H", "H", "H", "C", "N", "C", "H", "C", "C", "C", "O", "H", "C", "H", "H", "N", "H"], "positions_angstrom": [[-0.95952, 1.83082, 0.29004], [-0.97787, 1.25803, 1.21649], [-0.58409, 1.29703, -4.53304], [0.27788, -3.35394, 2.63608], [0.68824, -0.05399, 1.12651], [1.16622, -3.44897, 5.89355], [0.32557, -3.95246, 1.73767], [0.15308, -1.82469, 4.93553], [-1.69280, -0.87725, 1.49522], [-1.61412, 1.13816, -4.81452], [0.24622, -0.84316, 0.51931], [-0.38027, -1.34449, 3.75251], [-1.24689, -2.37986, 0.67728], [-0.22792, 1.42317, -3.19503], [-0.03750, 3.55355, 1.19853], [0.10050, -1.22421, 5.83216], [-0.29630, -0.32536, -0.79967], [-1.29328, 1.38170, -2.12824], [0.16488, 1.27110, -6.54983], [-1.71657, 2.38288, -2.01001], [1.11651, 1.61266, -2.90422], [1.11582, 2.41413, 0.50215], [0.81184, -3.83648, 3.81726], [1.27599, -4.81165, 3.83885], [1.45846, 1.70207, -1.88547], [-2.08854, 0.70590, -2.46574], [-0.32681, -2.10419, 2.59118], [1.68478, 1.55025, -5.22118], [0.75095, -3.07249, 4.97046], [-1.93030, 2.33013, 0.19690], [0.40528, 1.36791, -5.49900], [2.02441, 1.66343, -3.94977], [0.14547, 2.88484, 0.36121], [-0.29370, -1.02031, -1.79796], [-0.84990, -0.37021, 3.73366], [-0.86771, -1.56595, 1.29762], [1.02590, -1.56802, 0.27888], [3.08082, 1.80363, -3.75938], [-0.80988, 0.93210, -0.83378], [0.17514, 3.47421, -0.55217]], "lowdin_charge": [-0.210, 0.100, -0.020, -0.043, 0.111, 0.100, 0.116, -0.087, 0.114, 0.111, -0.086, -0.048, 0.126, -0.200, 0.075, 0.101, -0.470, -0.100, 0.103, 0.135, -0.017, 0.072, -0.084, 0.102, 0.100, 0.136, -0.243, 0.051, -0.096, 0.123, -0.148, -0.143, -0.070, 0.081, 0.109, -0.140, 0.130, 0.104, -0.066, 0.072], "total_energy_ev": -22981.8070, "charge": 0, "homo_ev": -9.21, "mol_weight_g_mol": 268.360, "e_above_lowest_kj_mol": 96.1, "fmax_ev_per_a": 0.563, "smiles": "CCN(Cc1ccncc1)C(=O)CCc1ccccc1"}

---

{"formula": "C37H30CoF6N2O2P2Sb", "method": "the ωB97M-V functional and the def2-TZVPD basis", "symbols": ["H", "C", "F", "C", "C", "C", "H", "C", "F", "H", "C", "H", "C", "H", "C", "C", "C", "N", "C", "O", "H", "H", "H", "C", "F", "H", "H", "H", "H", "C", "H", "C", "C", "O", "Co", "F", "C", "F", "H", "C", "H", "C", "H", "C", "C", "C", "F", "C", "C", "C", "H", "H", "N", "P", "Sb", "H", "H", "H", "H", "C", "C", "H", "C", "C", "C", "C", "C", "C", "H", "H", "H", "C", "H", "C", "P", "H", "C", "C", "H", "H", "C"], "positions_angstrom": [[3.41847, -1.81653, -4.22442], [-3.28169, 0.13348, -0.14298], [1.82583, 2.92582, 0.23361], [0.19896, 1.90865, 4.33404], [0.36729, -4.88674, 2.12379], [-1.34449, -3.07614, -1.03102], [-4.44136, 1.81821, 4.26968], [-2.21800, -4.78897, 3.15951], [0.84839, 1.41101, -3.00852], [0.73160, -6.40829, 3.58586], [2.87497, -4.79861, -1.69575], [-4.10355, 0.49444, -5.35202], [-3.57792, -2.73689, -3.29290], [0.79644, -5.15217, -1.35498], [0.93719, -3.97597, -5.05596], [3.96157, -3.96723, -1.44375], [2.19020, -3.37106, -5.04618], [0.04718, 0.93565, 1.74532], [-4.67224, 0.82362, 1.69051], [-0.10216, -1.45276, 0.78938], [0.27046, 2.30260, 5.33993], [-5.44983, -3.37860, -4.11372], [1.63483, -0.95008, -2.74276], [2.57162, -2.51161, -0.13569], [-0.42951, 1.96981, -0.75256], [2.09936, 0.95646, 1.69548], [-2.60020, -3.25944, 1.71973], [-2.33715, -2.95132, -0.59057], [-2.07409, 0.24179, -3.97059], [-3.95552, -0.40601, -4.77166], [2.96809, -3.74304, -5.69984], [-0.57252, -4.00554, 1.59045], [-1.06579, 1.66140, 3.76329], [-0.79484, -0.48538, -1.69711], [-0.35922, 0.21761, 0.00645], [1.47090, 0.45113, -0.59307], [-3.51405, 1.10411, 2.43869], [0.96282, 3.96211, -2.10206], [4.66389, -2.19188, -0.46738], [3.81344, -2.83072, -0.66356], [-1.27714, -4.08238, -1.45126], [1.44887, -1.79931, -3.38505], [4.93023, -4.21191, -1.85914], [-1.28030, -5.67276, 3.68447], [1.63510, -4.49123, -1.16651], [2.44553, -2.28928, -4.21759], [3.20950, 2.10662, -1.93259], [-2.81700, -0.54727, -3.99702], [1.48120, -3.34054, -0.38944], [-3.49686, 1.62949, 3.77677], [-3.21969, -4.75745, 3.56586], [-3.15790, -0.21174, -1.15903], [-2.18391, 0.36408, 0.55741], [-0.10583, -2.90227, 0.28181], [1.42744, 2.29157, -1.47598], [-1.04962, -3.94454, -4.26534], [-5.64978, 0.99660, 2.12294], [1.37141, -4.92573, 1.72184], [2.31446, 1.82379, 4.01399], [-4.71370, -2.58728, -4.07528], [-2.63027, -1.71579, -3.25153], [-5.78566, -1.31361, -5.42202], [-1.07342, 1.16169, 2.46736], [0.19815, -2.40578, -3.39427], [-2.29490, 0.86204, 1.81280], [1.22440, 1.15408, 2.29679], [0.00696, -5.72067, 3.17214], [1.33075, 1.64667, 3.60438], [-5.42037, 0.14914, -0.20107], [-3.44229, -3.65021, -2.72543], [-2.33089, 2.28438, 5.41673], [-4.90020, -1.42529, -4.81068], [-1.55909, -6.32780, 4.49899], [-2.33002, 1.88808, 4.40984], [-1.10758, -1.83570, -2.33478], [2.44701, -1.62422, 0.46884], [-0.06352, -3.49281, -4.23374], [-1.86699, -3.95342, 2.11607], [2.99921, -5.68669, -2.30025], [0.74085, -4.80984, -5.71603], [-4.54984, 0.35041, 0.40656]], "lowdin_charge": [0.121, -0.033, -0.300, 0.053, -0.052, -0.266, 0.132, -0.054, -0.300, 0.120, -0.049, 0.120, -0.079, 0.118, -0.050, -0.043, -0.045, 0.048, 0.050, -0.329, 0.139, 0.118, 0.088, -0.066, -0.303, 0.124, 0.104, 0.076, 0.120, -0.043, 0.119, -0.279, -0.106, -0.365, 0.633, -0.334, -0.109, -0.285, 0.120, -0.043, 0.089, -0.062, 0.121, -0.040, -0.077, -0.048, -0.295, -0.060, -0.311, 0.019, 0.116, 0.106, 0.065, 0.840, 1.509, 0.112, 0.139, 0.111, 0.130, -0.052, -0.311, 0.120, -0.113, -0.286, -0.108, -0.052, -0.044, 0.018, 0.127, 0.107, 0.133, -0.041, 0.121, 0.023, 0.820, 0.096, -0.069, -0.075, 0.121, 0.118, 0.009], "total_energy_ev": -124973.4515, "charge": 2, "homo_ev": -14.27, "mol_weight_g_mol": 891.288, "e_above_lowest_kj_mol": 0.0, "fmax_ev_per_a": 0.205}